Record 1
{
  "formula": "C3H11NS2",
  "method": "the ωB97M-V functional and the def2-TZVPD basis",
  "e_homo_ev": -8.7,
  "energy_ev": -26449.6472,
  "relative_energy_ev": 0.3134,
  "orbital_gap_ha": 0.346,
  "smiles": "CCN.CSS",
  "e_lumo_ev": 0.67,
  "molar_mass_g_mol": 125.3,
  "max_force_ha_per_bohr": 0.024,
  "elements": ["C", "C", "N", "H", "H", "H", "H", "H", "H", "H", "C", "S", "S", "H", "H", "H", "H"],
  "coordinates": [[-2.629, 1.875, -0.397], [-1.698, 1.476, -1.519], [-0.331, 1.853, -1.187], [-2.373, 1.306, 0.498], [-3.650, 1.675, -0.616], [-2.582, 2.958, -0.252], [-2.051, 1.838, -2.497], [-1.683, 0.403, -1.700], [0.287, 1.761, -1.983], [-0.224, 2.795, -0.838], [2.217, 0.142, 0.314], [1.189, -0.876, 1.444], [0.038, -1.909, 0.107], [3.228, 0.319, 0.676], [2.094, -0.302, -0.669], [1.698, 1.098, 0.300], [0.597, -3.130, 0.181]],
  "nbo_charge": [-0.6153, -0.2117, -0.8503, 0.2161, 0.2119, 0.1978, 0.1571, 0.1849, 0.3575, 0.3539, -0.7418, 0.0720, -0.1431, 0.2221, 0.2344, 0.2319, 0.1225]
}

=====

Record 2
{
  "formula": "C3H6N2",
  "method": "the ωB97M-V functional and the def2-TZVPD basis",
  "e_homo_ev": -22.5,
  "energy_ev": -6165.6351,
  "total_charge": 2,
  "relative_energy_ev": 0.0000,
  "orbital_gap_ha": 0.435,
  "smiles": "[NH3+]CC1=[N+]=C1",
  "e_lumo_ev": -10.72,
  "molar_mass_g_mol": 70.1,
  "max_force_ha_per_bohr": 0.100,
  "elements": ["N", "C", "C", "N", "C", "H", "H", "H", "H", "H", "H"],
  "coordinates": [[-1.564, -0.351, -0.265], [-0.266, -0.196, 0.555], [0.911, 0.226, -0.116], [1.576, 0.453, -1.297], [2.200, 0.809, -0.193], [-2.172, 0.406, -0.088], [-1.980, -1.303, 0.087], [-1.516, -0.418, -1.276], [-0.470, 0.552, 1.380], [0.040, -1.152, 1.140], [3.241, 0.975, 0.072]],
  "lowdin_charge": [0.2568, -0.0252, -0.0302, 0.3518, 0.2496, 0.1601, 0.2473, 0.1838, 0.2001, 0.2221, 0.1838]
}

=====

Record 3
{
  "formula": "C3H12NO2",
  "method": "the ωB97M-V functional and the def2-TZVPD basis",
  "e_homo_ev": -13.9,
  "energy_ev": -8883.6155,
  "total_charge": 1,
  "relative_energy_ev": 1.2586,
  "orbital_gap_ha": 0.395,
  "e_lumo_ev": -3.20,
  "molar_mass_g_mol": 94.1,
  "max_force_ha_per_bohr": 0.046,
  "elements": ["O", "C", "C", "N", "C", "H", "H", "H", "H", "H", "H", "H", "H", "H", "H", "H", "H", "O"],
  "coordinates": [[-2.184, 0.924, -0.495], [-1.109, 0.764, -1.389], [0.067, 1.540, -0.802], [0.242, 1.197, 0.699], [1.635, 0.973, 1.159], [-2.987, 0.574, -0.909], [-1.233, 1.261, -2.358], [-0.866, -0.288, -1.562], [1.014, 1.257, -1.250], [-0.136, 2.606, -0.860], [-0.321, 1.823, 1.260], [-0.191, 0.266, 0.685], [2.277, 1.835, 1.303], [1.527, 0.394, 2.074], [2.196, 0.345, 0.464], [-0.115, -5.667, 1.222], [0.482, -4.896, 0.094], [-0.296, -4.906, 0.663]],
  "nbo_charge": [-0.7306, -0.0979, -0.2234, -0.4994, -0.4335, 0.5060, 0.2093, 0.1852, 0.2304, 0.2349, 0.4512, 0.4427, 0.2505, 0.2393, 0.2351, 0.4743, 0.4642, -0.9384]
}

=====

Record 4
{
  "formula": "C16H24AsN5O3ReS5",
  "method": "the ωB97M-V functional and the def2-TZVPD basis",
  "e_homo_ev": [-14.5, -14.5],
  "energy_ev": -147706.1213,
  "spin_multiplicity": 2,
  "total_charge": 2,
  "relative_energy_ev": 2.2074,
  "orbital_gap_ha": [0.210, 0.210],
  "e_lumo_ev": [-8.82, -8.79],
  "molar_mass_g_mol": 755.9,
  "s2": 0.77,
  "max_force_ha_per_bohr": 0.042,
  "elements": ["Re", "S", "As", "S", "S", "S", "C", "C", "N", "C", "N", "C", "C", "C", "N", "C", "H", "H", "H", "H", "H", "H", "H", "H", "H", "H", "H", "H", "H", "C", "C", "C", "C", "C", "C", "O", "N", "C", "O", "N", "C", "O", "H", "H", "H", "H", "H", "H", "H", "H", "H", "H", "H", "S", "C"],
  "coordinates": [[0.161, 0.083, 0.706], [-1.520, 4.174, 1.948], [-1.882, 2.356, 2.692], [-2.039, 0.508, 0.156], [0.120, 1.031, 2.658], [-3.251, 1.433, 3.804], [5.831, -0.221, 1.541], [4.714, 0.238, 2.454], [3.464, 0.220, 1.691], [3.193, -0.693, 0.757], [1.945, -0.708, 0.226], [1.705, -1.563, -0.941], [2.384, -2.908, -0.779], [3.862, -2.624, -0.621], [4.111, -1.573, 0.380], [5.472, -1.569, 0.952], [6.760, -0.312, 2.102], [5.992, 0.512, 0.749], [4.875, 1.254, 2.808], [4.623, -0.417, 3.323], [2.727, 0.857, 1.937], [2.056, -1.055, -1.844], [0.611, -1.678, -1.061], [2.222, -3.536, -1.653], [1.998, -3.419, 0.100], [4.301, -2.300, -1.568], [4.401, -3.513, -0.294], [6.152, -1.829, 0.142], [5.527, -2.360, 1.703], [-3.132, -2.307, 4.130], [-3.864, -2.644, 2.838], [-2.933, -3.066, 1.662], [-3.766, -3.558, 0.458], [-2.920, -3.920, -0.755], [-2.066, -4.206, 2.168], [-2.503, -5.294, 2.404], [-0.724, -3.908, 2.419], [-0.080, -2.741, 2.145], [1.046, -2.503, 2.498], [-0.810, -1.749, 1.412], [-2.104, -1.889, 1.247], [-2.797, -0.940, 0.673], [-3.844, -1.982, 4.888], [-2.409, -1.494, 4.002], [-2.611, -3.175, 4.536], [-4.469, -1.805, 2.490], [-4.535, -3.488, 2.996], [-4.499, -2.790, 0.215], [-4.314, -4.430, 0.813], [-2.378, -3.055, -1.152], [-3.551, -4.293, -1.560], [-2.199, -4.706, -0.521], [-0.184, -4.621, 2.895], [0.991, 3.111, -0.839], [0.694, 1.798, -0.161]],
  "lowdin_spin": [0.5819, 0.0751, 0.0253, 0.0185, 0.2161, 0.0175, 0.0002, 0.0003, 0.0038, 0.0019, -0.0037, 0.0012, -0.0002, -0.0001, -0.0003, 0.0000, 0.0000, 0.0000, 0.0000, 0.0001, 0.0007, -0.0007, 0.0002, 0.0000, 0.0001, 0.0000, 0.0000, -0.0001, 0.0001, 0.0008, 0.0005, 0.0008, 0.0008, 0.0001, 0.0000, 0.0000, -0.0002, 0.0000, 0.0005, -0.0005, 0.0088, -0.0039, 0.0000, 0.0010, 0.0000, 0.0000, 0.0000, 0.0000, 0.0001, 0.0000, 0.0000, 0.0000, 0.0000, 0.0529, 0.0001]
}